# 1
Here is a single C4H6O2 molecule in a non-equilibrium geometry from OMol25. Energies are from ωB97M-V/def2-TZVPD.

The lowest unoccupied orbital energy comes out at 0.0304 Eh. For the largest force on an atom, the calculation gives 3.8 eV/Å. For the energy relative to the best compared isomer or geometry (same formula, charge and spin), the calculation gives 98.2 kcal/mol. The total energy comes out at -306.3498 hartree.

```
12
C4H6O2 | OMol25 | ωB97M-V/def2-TZVPD
C -1.436 0.689 0.192
C -0.505 -0.640 0.474
O -0.329 -0.593 -1.004
C 0.799 -0.738 -0.223
C 1.821 0.335 -0.115
O 3.000 0.083 -0.050
H -2.313 0.477 0.769
H -0.891 1.576 0.492
H -1.800 0.910 -0.857
H -0.829 -1.648 0.831
H 1.184 -1.723 -0.467
H 1.432 1.371 -0.065
```

Atom charges from the Mulliken analysis, given in e for atoms 1 to 4: number 1, C, carries -0.850; number 2, C, carries -0.148; number 3, O, carries -0.376; number 4, C, carries 0.260


# 2
Here is 2 unconnected molecules or ions with the total composition C4H6O2 from OMol25. Energies are from ωB97M-V/def2-TZVPD.

The lowest unoccupied orbital energy comes out at 0.0346 Eh. For the largest force on an atom, the calculation gives 0.4 eV/Å. For the energy relative to the best compared isomer or geometry (same formula, charge and spin), the calculation gives 93.1 kcal/mol. The total energy comes out at -306.3580 hartree.

```
12
C4H6O2 | OMol25 | ωB97M-V/def2-TZVPD
O 1.241 1.439 -0.150
C 1.892 0.337 -0.245
O 1.416 -0.806 -0.138
C -0.479 -0.864 0.406
C -1.355 -0.344 -0.660
C -0.999 0.375 0.628
H 2.971 0.447 -0.443
H -0.318 -1.824 0.873
H -0.924 0.040 -1.586
H -2.302 -0.869 -0.802
H 0.206 1.156 0.200
H -1.570 0.754 1.466
```

Atom charges from the Mulliken analysis, given in e for atoms 1 to 4: number 1, O, carries -0.513; number 2, C, carries 0.241; number 3, O, carries -0.506; number 4, C, carries 0.087


# 3
Here is a molecular structure, C4H6O2 from OMol25. Energies are from ωB97M-V/def2-TZVPD.

The lowest unoccupied orbital energy comes out at 0.0321 Eh. For the largest force on an atom, the calculation gives 0.7 eV/Å. For the energy relative to the best compared isomer or geometry (same formula, charge and spin), the calculation gives 14.6 kcal/mol. The total energy comes out at -306.4831 hartree.

```
12
C4H6O2 | OMol25 | ωB97M-V/def2-TZVPD
C 0.250 -1.352 0.902
C 0.437 -0.228 -0.082
C -0.764 0.465 -0.746
C 0.023 1.711 -0.393
O 0.095 2.847 -0.748
O 0.844 1.056 0.488
H -0.545 -1.154 1.625
H 1.178 -1.547 1.448
H -0.003 -2.255 0.335
H 1.198 -0.500 -0.821
H -1.010 0.284 -1.793
H -1.664 0.392 -0.126
```

Atom charges from the Mulliken analysis, given in e for atoms 1 to 4: number 1, C, carries -1.325; number 2, C, carries 0.445; number 3, C, carries -0.495; number 4, C, carries 0.539


# 4
Here is 2 unconnected molecules or ions with the total composition C4H6O2 from OMol25. Energies are from ωB97M-V/def2-TZVPD.

The lowest unoccupied orbital energy (spin up / spin down) comes out at -0.0008 / -0.0008 Eh. For the largest force on an atom, the calculation gives 0.3 eV/Å. For the energy relative to the best compared isomer or geometry (same formula, charge and spin), the calculation gives 147.8 kcal/mol. The total energy comes out at -306.2708 hartree.

```
12
C4H6O2 | OMol25 | ωB97M-V/def2-TZVPD
C 0.421 -0.935 -1.323
C 0.322 0.303 0.633
C -0.766 -0.170 1.491
O 0.380 0.479 2.029
C 0.263 1.365 -0.293
O 0.266 1.019 -1.495
H 1.502 -1.019 -1.310
H -0.092 -1.652 -0.689
H -0.008 -0.893 -2.320
H -1.696 0.392 1.588
H -0.847 -1.239 1.695
H 0.280 2.431 -0.042
```

Atom charges from the Mulliken analysis, given in e for atoms 1 to 4: number 1, C, carries -0.590; number 2, C, carries -0.047; number 3, C, carries -0.273; number 4, O, carries -0.409


# 5
Here is a molecular structure, C4H6O2 from OMol25. Energies are from ωB97M-V/def2-TZVPD.

The lowest unoccupied orbital energy comes out at 0.0313 Eh. For the largest force on an atom, the calculation gives 0.5 eV/Å. For the energy relative to the best compared isomer or geometry (same formula, charge and spin), the calculation gives 124.1 kcal/mol. The total energy comes out at -306.3085 hartree.

```
12
C4H6O2 | OMol25 | ωB97M-V/def2-TZVPD
O 1.505 0.894 1.137
C 1.794 0.225 0.177
C 0.750 -0.479 -0.645
C -0.451 -0.940 0.212
C -1.665 0.399 0.350
O -1.637 -0.708 -0.509
H 2.853 0.123 -0.140
H 1.189 -1.397 -1.073
H 0.506 0.151 -1.521
H -0.903 -0.080 1.232
H -2.640 0.469 0.843
H -1.301 1.342 -0.063
```

Atom charges from the Mulliken analysis, given in e for atoms 1 to 4: number 1, O, carries -0.468; number 2, C, carries 0.071; number 3, C, carries -0.530; number 4, C, carries -0.221


# 6
Here is a single C4H6O2 molecule from OMol25. Energies are from ωB97M-V/def2-TZVPD.

The lowest unoccupied orbital energy comes out at 0.0397 Eh. For the largest force on an atom, the calculation gives 0.5 eV/Å. For the energy relative to the best compared isomer or geometry (same formula, charge and spin), the calculation gives 29.7 kcal/mol. The total energy comes out at -306.4590 hartree.

```
12
C4H6O2 | OMol25 | ωB97M-V/def2-TZVPD
O 2.071 0.383 1.275
C 2.055 0.146 0.097
O 1.060 -0.459 -0.570
C -0.145 -0.582 0.168
C -1.384 -0.420 -0.641
C -0.937 0.672 0.300
H 2.854 0.411 -0.609
H -0.100 -1.292 0.988
H -1.248 -0.252 -1.705
H -2.253 -1.015 -0.378
H -0.492 1.556 -0.147
H -1.481 0.851 1.221
```

Atom charges from the Mulliken analysis, given in e for atoms 1 to 4: number 1, O, carries -0.470; number 2, C, carries 0.116; number 3, O, carries -0.311; number 4, C, carries 0.097


# 7
Here is a single C4H6O2 molecule from OMol25. Energies are from ωB97M-V/def2-TZVPD.

The lowest unoccupied orbital energy comes out at 0.0333 Eh. For the largest force on an atom, the calculation gives 0.3 eV/Å. For the energy relative to the best compared isomer or geometry (same formula, charge and spin), the calculation gives 77.5 kcal/mol. The total energy comes out at -306.3828 hartree.

```
12
C4H6O2 | OMol25 | ωB97M-V/def2-TZVPD
C 0.811 -0.353 -1.573
C -0.543 0.459 0.808
C -0.375 -0.620 1.739
O -1.068 0.611 2.066
C -0.512 1.167 -0.306
O 0.099 0.864 -1.485
H 1.726 -0.148 -2.131
H 1.086 -0.753 -0.591
H 0.221 -1.102 -2.114
H -1.017 -1.497 1.671
H 0.569 -0.765 2.264
H -0.996 2.137 -0.347
```

Atom charges from the Mulliken analysis, given in e for atoms 1 to 4: number 1, C, carries -0.591; number 2, C, carries 0.137; number 3, C, carries -0.125; number 4, O, carries -0.455


# 8
Here is a single C4H6O2 molecule in a non-equilibrium geometry from OMol25. Energies are from ωB97M-V/def2-TZVPD.

The lowest unoccupied orbital energy comes out at 0.0336 Eh. For the largest force on an atom, the calculation gives 1.1 eV/Å. For the energy relative to the best compared isomer or geometry (same formula, charge and spin), the calculation gives 51.3 kcal/mol. The total energy comes out at -306.4245 hartree.

```
12
C4H6O2 | OMol25 | ωB97M-V/def2-TZVPD
O -1.650 1.472 1.230
C -0.887 1.721 0.329
C 0.261 0.805 -0.079
C 0.092 -0.659 0.354
C 0.438 -1.747 -0.553
O 1.271 -1.450 0.555
H -1.034 2.652 -0.271
H 1.170 1.002 0.483
H 0.449 0.977 -1.153
H -0.603 -0.799 1.180
H -0.128 -2.676 -0.550
H 0.902 -1.475 -1.501
```

Atom charges from the Mulliken analysis, given in e for atoms 1 to 4: number 1, O, carries -0.464; number 2, C, carries 0.050; number 3, C, carries -0.631; number 4, C, carries 0.076


# 9
Here is a molecular structure, C4H6O2 from OMol25. Energies are from ωB97M-V/def2-TZVPD.

The lowest unoccupied orbital energy comes out at 0.0307 Eh. For the largest force on an atom, the calculation gives 0.6 eV/Å. For the energy relative to the best compared isomer or geometry (same formula, charge and spin), the calculation gives 46.4 kcal/mol. The total energy comes out at -306.4323 hartree.

```
12
C4H6O2 | OMol25 | ωB97M-V/def2-TZVPD
O -1.982 -0.765 -0.389
C -0.912 -1.306 -0.535
C 0.409 -0.549 -0.493
C 0.261 0.972 -0.420
C 0.299 0.727 1.093
O 0.808 -0.614 0.896
H -0.818 -2.412 -0.606
H 1.161 -0.985 -1.163
H -0.651 1.398 -0.841
H 1.147 1.496 -0.787
H -0.701 0.706 1.544
H 0.978 1.331 1.701
```

Atom charges from the Mulliken analysis, given in e for atoms 1 to 4: number 1, O, carries -0.464; number 2, C, carries -0.087; number 3, C, carries 0.173; number 4, C, carries -0.544


# 10
Here is a single C4H6O2 molecule in a non-equilibrium geometry from OMol25. Energies are from ωB97M-V/def2-TZVPD.

The lowest unoccupied orbital energy comes out at 0.0308 Eh. For the largest force on an atom, the calculation gives 2.7 eV/Å. For the energy relative to the best compared isomer or geometry (same formula, charge and spin), the calculation gives 11.8 kcal/mol. The total energy comes out at -306.4875 hartree.

```
12
C4H6O2 | OMol25 | ωB97M-V/def2-TZVPD
C 0.894 0.054 -0.064
C -0.071 1.278 0.035
C -1.434 0.664 -0.079
C -1.234 -0.920 0.078
H 0.199 2.009 -0.703
H 0.156 1.707 1.091
H -2.013 1.007 -1.010
H -2.069 0.996 0.800
H -1.695 -1.549 -0.669
H -1.456 -1.334 1.096
O 2.079 -0.029 0.025
O 0.165 -1.132 -0.078
```

Atom charges from the Mulliken analysis, given in e for atoms 1 to 4: number 1, C, carries 0.443; number 2, C, carries -0.305; number 3, C, carries -0.382; number 4, C, carries -0.334


# 11
Here is a single C4H6O2 molecule from OMol25. Energies are from ωB97M-V/def2-TZVPD.

The lowest unoccupied orbital energy comes out at 0.0361 Eh. For the largest force on an atom, the calculation gives 0.5 eV/Å. For the energy relative to the best compared isomer or geometry (same formula, charge and spin), the calculation gives 37.7 kcal/mol. The total energy comes out at -306.4462 hartree.

```
12
C4H6O2 | OMol25 | ωB97M-V/def2-TZVPD
C 0.057 0.270 -1.152
C -0.186 -0.794 -0.097
C 1.064 0.101 -0.087
O 1.251 1.070 0.879
C -1.205 -0.494 0.930
O -1.633 0.623 1.145
H -0.610 1.126 -1.055
H 0.570 1.737 0.732
H 0.285 -0.030 -2.169
H -0.042 -1.840 -0.353
H 1.994 -0.414 -0.311
H -1.546 -1.354 1.540
```

Atom charges from the Mulliken analysis, given in e for atoms 1 to 4: number 1, C, carries -0.650; number 2, C, carries -0.120; number 3, C, carries -0.095; number 4, O, carries -0.535


# 12
Here is a single C4H6O2 molecule from OMol25. Energies are from ωB97M-V/def2-TZVPD.

The lowest unoccupied orbital energy comes out at -0.0185 Eh. For the largest force on an atom, the calculation gives 0.6 eV/Å. For the energy relative to the best compared isomer or geometry (same formula, charge and spin), the calculation gives 22.6 kcal/mol. The total energy comes out at -306.4702 hartree.

```
12
C4H6O2 | OMol25 | ωB97M-V/def2-TZVPD
C 1.429 -0.194 -0.313
C -0.759 0.626 0.407
O -0.874 1.785 0.739
C 0.376 -0.277 0.803
C -1.773 0.065 -0.594
O -1.624 -0.995 -1.149
H 1.057 -0.688 -1.215
H 2.364 -0.673 -0.012
H 1.644 0.853 -0.555
H 0.021 -1.307 0.907
H 0.773 0.068 1.762
H -2.634 0.736 -0.781
```

Atom charges from the Mulliken analysis, given in e for atoms 1 to 4: number 1, C, carries -1.081; number 2, C, carries 0.458; number 3, O, carries -0.509; number 4, C, carries -0.276